{
  "formula": "C48H59AsN6OS2Ta",
  "method": "ωB97M-V/def2-TZVPD",
  "e_homo_ev": -9.99,
  "max_force_ev_per_a": 0.53,
  "total_energy_ha": -5357.39118,
  "total_charge": 1,
  "elements": ["Ta", "C", "C", "N", "C", "C", "C", "S", "N", "C", "O", "C", "C", "C", "C", "C", "C", "H", "H", "H", "H", "H", "H", "H", "H", "H", "H", "H", "H", "H", "H", "H", "C", "C", "C", "C", "C", "C", "As", "N", "C", "C", "C", "C", "C", "C", "C", "C", "C", "C", "C", "C", "C", "C", "C", "C", "C", "C", "H", "H", "H", "H", "H", "H", "H", "H", "H", "H", "H", "H", "H", "H", "H", "H", "H", "H", "H", "H", "H", "H", "H", "H", "H", "H", "H", "C", "N", "C", "C", "N", "C", "S", "H", "H", "H", "H", "H", "H", "H", "H", "C", "C", "C", "C", "C", "C", "C", "C", "N", "H", "H", "H", "H", "H", "H", "H", "H", "H"],
  "xyz": [[-0.0113, 0.3041, 0.3448], [2.1074, 6.0945, 0.9064], [1.7991, 5.6937, -0.5245], [0.6377, 4.7948, -0.6062], [-0.6386, 5.4206, -0.9626], [-0.8342, 5.4954, -2.4678], [0.7841, 3.4889, -0.4300], [-0.6128, 2.4780, -0.6626], [2.0388, 3.0565, -0.2024], [2.3415, 1.9925, 0.4754], [1.5043, 1.3489, 1.2414], [3.7258, 1.4748, 0.4212], [4.6568, 2.0540, -0.4380], [5.9373, 1.5348, -0.5211], [6.2947, 0.4405, 0.2548], [5.3732, -0.1336, 1.1203], [4.0908, 0.3817, 1.2036], [2.9358, 6.8025, 0.9295], [2.3850, 5.2218, 1.4967], [1.2442, 6.5719, 1.3739], [2.6504, 5.1944, -0.9817], [1.5558, 6.5673, -1.1287], [-0.6317, 6.4159, -0.5164], [-1.4453, 4.8614, -0.4923], [-0.0232, 6.0468, -2.9450], [-1.7695, 6.0057, -2.6966], [-0.8747, 4.4958, -2.9010], [4.3629, 2.9009, -1.0422], [6.6578, 1.9817, -1.1928], [7.2970, 0.0381, 0.1879], [5.6564, -0.9820, 1.7293], [3.3677, -0.0480, 1.8834], [-1.0517, -6.2188, 3.4202], [-1.3621, -4.7811, 3.1226], [-2.6677, -4.3181, 3.1111], [-2.9890, -3.0002, 2.8005], [-4.4495, -2.6177, 2.7939], [-1.9536, -2.1005, 2.4906], [-2.5863, -0.2841, 2.1280], [-1.9567, -0.0947, 0.2984], [-2.9403, -0.1357, -0.7215], [-2.5029, -0.2161, -2.0462], [-3.4066, -0.1734, -3.0919], [-4.7700, -0.0796, -2.8425], [-5.2120, -0.0359, -1.5308], [-4.3105, -0.0626, -0.4739], [-1.3376, 1.0618, 2.8892], [-1.6294, 2.3797, 2.4675], [-2.8767, 2.7214, 1.6924], [-0.8252, 3.4271, 2.9051], [0.2117, 3.2312, 3.8048], [1.0866, 4.3636, 4.2577], [0.3718, 1.9590, 4.3369], [-0.4040, 0.8815, 3.9330], [-0.2507, -0.3890, 4.7338], [-0.6365, -2.5724, 2.4669], [0.5009, -1.7287, 1.9765], [-0.3523, -3.8871, 2.7923], [-1.8131, -6.6642, 4.0591], [-0.0844, -6.3239, 3.9107], [-1.0180, -6.7952, 2.4931], [-3.4721, -5.0053, 3.3474], [-5.0612, -3.4965, 2.9899], [-4.7543, -2.2165, 1.8258], [-4.6902, -1.8697, 3.5509], [-1.4454, -0.3421, -2.2415], [-3.0424, -0.2245, -4.1109], [-5.4778, -0.0487, -3.6599], [-6.2712, 0.0276, -1.3168], [-4.6841, -0.0148, 0.5402], [-3.0310, 2.1202, 0.7984], [-2.8542, 3.7665, 1.3878], [-3.7459, 2.5806, 2.3411], [-1.0439, 4.4295, 2.5512], [0.7989, 5.3010, 3.7849], [2.1334, 4.1658, 4.0185], [1.0221, 4.4969, 5.3385], [1.1053, 1.8019, 5.1215], [-0.4679, -0.1602, 5.7780], [0.7727, -0.7694, 4.7005], [-0.9197, -1.1871, 4.4304], [0.4529, -0.6925, 2.3401], [0.5759, -1.8614, 0.8793], [1.4770, -2.0707, 2.3243], [0.6761, -4.2303, 2.7587], [-3.1793, -3.6146, -3.1621], [-1.7521, -3.7654, -3.3228], [-1.2020, -4.3489, -4.5391], [0.2988, -4.3753, -4.2393], [0.2893, -4.3468, -2.7834], [-0.8748, -3.8494, -2.3009], [-1.1554, -3.4264, -0.7067], [-3.6827, -4.5777, -3.2916], [-3.5673, -2.9126, -3.8997], [-3.3799, -3.2325, -2.1642], [-1.4417, -3.7337, -5.4060], [-1.6114, -5.3520, -4.7004], [0.8057, -3.4962, -4.6470], [0.7832, -5.2739, -4.6156], [1.1203, -4.2421, -2.2293], [2.5856, -2.6427, -0.5656], [2.5056, -1.9493, -1.8941], [3.2737, -2.4082, -2.9579], [3.2340, -1.7853, -4.1942], [2.4266, -0.6741, -4.3671], [1.6535, -0.1691, -3.3272], [0.8638, 1.0887, -3.5343], [1.6814, -0.8278, -2.0873], [0.9367, -0.3370, -1.0129], [2.9943, -1.9794, 0.1998], [3.2439, -3.5108, -0.6282], [1.6001, -2.9854, -0.2388], [3.9171, -3.2673, -2.8046], [3.8398, -2.1527, -5.0120], [2.4015, -0.1667, -5.3241], [0.9073, 1.3936, -4.5792], [1.2663, 1.9020, -2.9262], [-0.1824, 0.9786, -3.2509]],
  "atomic_forces_ev_per_a": [[0.484, 0.208, -0.089], [0.000, 0.029, 0.045], [-0.018, -0.004, -0.028], [0.047, -0.019, -0.015], [-0.007, -0.007, 0.075], [-0.018, 0.001, -0.033], [-0.069, 0.049, -0.068], [0.061, 0.195, 0.026], [-0.014, -0.081, -0.037], [0.164, -0.118, 0.078], [-0.290, 0.001, 0.116], [-0.003, 0.065, -0.010], [0.009, -0.029, -0.036], [-0.026, 0.023, -0.017], [0.015, -0.013, 0.012], [0.012, -0.008, 0.010], [-0.010, 0.054, 0.017], [0.002, -0.007, -0.009], [-0.004, -0.015, 0.003], [0.002, -0.001, -0.004], [0.007, -0.007, 0.025], [-0.005, 0.001, 0.001], [0.009, 0.005, -0.022], [-0.004, -0.005, -0.004], [0.003, 0.004, 0.011], [0.000, -0.005, 0.000], [0.000, -0.001, 0.008], [0.001, 0.000, 0.003], [0.001, -0.002, 0.001], [-0.005, -0.009, 0.004], [0.002, 0.006, 0.002], [-0.012, -0.019, 0.008], [-0.001, -0.027, 0.015], [0.000, -0.016, -0.015], [-0.029, 0.005, -0.006], [0.067, 0.010, 0.042], [-0.053, 0.003, -0.002], [-0.103, -0.090, 0.075], [-0.047, 0.089, -0.305], [-0.039, -0.056, 0.291], [0.076, -0.232, 0.020], [-0.052, -0.048, -0.046], [0.021, 0.004, 0.011], [-0.019, 0.002, -0.007], [-0.012, 0.000, 0.021], [0.031, 0.021, -0.085], [0.056, -0.160, 0.043], [0.011, 0.091, 0.036], [0.022, -0.002, -0.027], [-0.041, -0.028, -0.069], [-0.005, -0.044, 0.015], [0.010, 0.024, -0.004], [0.001, 0.044, 0.014], [0.052, -0.023, -0.028], [-0.002, -0.033, 0.038], [-0.042, 0.046, -0.138], [0.196, -0.129, -0.082], [0.018, 0.020, -0.011], [0.002, 0.003, -0.001], [0.000, 0.005, -0.004], [0.004, 0.010, 0.000], [0.005, -0.006, 0.003], [0.001, 0.002, 0.011], [0.008, 0.000, -0.007], [0.022, 0.004, -0.004], [0.008, 0.007, 0.017], [0.008, -0.003, -0.001], [0.000, 0.003, -0.001], [0.000, -0.002, -0.005], [-0.004, 0.009, 0.010], [0.018, -0.016, -0.006], [-0.005, 0.007, 0.000], [-0.007, -0.008, -0.015], [0.007, 0.002, 0.010], [0.000, 0.012, -0.010], [-0.007, -0.006, -0.008], [0.002, -0.013, 0.000], [-0.003, -0.006, -0.002], [0.016, 0.006, 0.011], [0.002, 0.011, -0.002], [0.014, 0.092, 0.050], [-0.042, 0.082, 0.126], [-0.147, 0.144, 0.086], [-0.060, -0.057, 0.051], [0.001, -0.007, 0.006], [-0.015, -0.016, -0.020], [-0.026, 0.046, 0.034], [0.018, 0.049, -0.039], [0.027, -0.001, -0.002], [-0.123, -0.039, 0.080], [-0.001, 0.007, -0.042], [-0.002, -0.066, 0.057], [0.006, -0.008, 0.025], [0.005, -0.012, -0.004], [0.000, 0.019, -0.015], [-0.021, -0.026, -0.012], [0.013, -0.011, 0.034], [0.004, 0.010, 0.026], [0.009, 0.016, -0.021], [0.058, 0.049, -0.060], [0.021, -0.054, 0.006], [0.074, -0.011, -0.056], [-0.048, -0.042, 0.025], [0.001, 0.015, -0.030], [-0.010, 0.010, 0.001], [0.047, -0.082, -0.038], [-0.038, 0.035, 0.026], [0.016, 0.132, 0.158], [-0.351, -0.062, -0.266], [-0.042, 0.051, 0.022], [-0.004, 0.021, -0.007], [0.062, -0.060, -0.077], [0.006, 0.005, -0.004], [-0.004, -0.005, 0.001], [0.011, -0.007, -0.006], [-0.003, 0.005, 0.001], [0.016, 0.001, 0.015], [-0.004, -0.006, 0.005]]
}